42
Properties=species:S:1:pos:R:3:forces:R:3:lowdin_charge:R:1 method="wB97M-V/def2-TZVPD" total_charge=+1 homo_energy_ev="-13.553 / -13.552" orbital_gap_ev="10.41 / 4.45" de_lowest_kj_mol=142.3 spin_multiplicity=2 lumo_energy_ev="-3.14 / -9.11" max_force_ev_per_a=3.0
C -1.253 -1.472 1.028 1.12 -1.23 2.49 -0.158
O -1.634 -2.450 1.950 -0.09 0.75 -0.23 0.145
C -2.468 -0.926 0.243 -1.43 0.98 -2.18 -0.056
C -1.842 -0.633 -1.191 -1.14 0.37 -0.14 -0.162
C -0.624 0.276 -1.370 -1.10 -0.79 0.95 -0.166
C 0.622 -0.488 -1.792 0.21 -1.58 0.19 -0.257
C 1.346 0.118 -2.956 0.71 0.64 -0.93 -0.111
H -0.811 -0.596 1.673 -0.15 -0.58 -1.33 0.177
H -0.592 -2.065 0.403 0.31 0.78 -0.38 0.138
H -2.032 -2.055 2.745 -0.34 0.05 -0.05 0.160
H -3.015 -0.074 0.673 0.66 -0.16 0.17 0.122
H -3.201 -1.711 0.006 0.33 -0.07 0.72 0.134
H -2.677 -0.152 -1.737 -0.21 0.03 0.58 0.151
H -1.783 -1.598 -1.652 0.58 -0.63 -0.32 0.108
H -0.685 0.738 -0.331 1.11 0.52 -1.44 0.128
H -0.837 0.963 -2.217 -0.10 0.04 1.20 0.102
H 1.341 -0.711 -1.004 -0.04 0.59 0.46 0.084
H 0.362 -1.546 -2.096 -0.14 1.04 0.13 0.130
H 0.813 -0.012 -3.894 -0.48 0.08 -0.07 0.085
H 1.622 1.188 -2.902 -0.23 -0.50 0.42 0.087
H 2.256 -0.429 -3.141 0.51 -0.13 0.07 0.077
H 3.477 0.028 2.205 0.11 -0.28 -0.28 0.061
H 3.696 0.161 0.687 -0.07 0.03 0.32 0.065
O 3.178 0.505 1.425 0.25 1.43 -0.06 -0.074
H 0.336 3.211 0.900 0.22 0.02 -0.31 0.041
H 0.024 3.409 -0.644 0.01 0.17 0.86 0.046
O -0.295 3.576 0.273 -0.08 -0.26 -0.89 -0.054
H 0.879 -3.425 3.311 -0.14 -0.22 0.11 0.047
H 0.825 -4.395 2.104 -0.08 -0.10 0.14 0.054
O 1.416 -3.988 2.745 0.10 0.35 -0.14 -0.030
H 2.327 -2.490 1.880 0.57 -0.38 0.12 0.007
H 2.309 -1.732 0.599 0.44 0.16 0.10 0.019
O 2.905 -1.923 1.339 -0.96 -0.98 -0.22 -0.061
H -1.966 2.588 0.590 -0.09 0.96 0.37 -0.017
H -2.988 3.473 1.427 0.41 0.07 -0.28 0.043
O -2.769 2.585 1.133 -0.39 -1.12 -0.01 -0.080
H -0.319 2.343 -3.403 0.64 -0.19 -0.03 0.008
H -0.867 3.679 -3.342 0.41 0.60 0.24 0.066
O -0.057 3.213 -3.077 -1.02 -0.20 -0.20 -0.048
H 0.721 1.448 2.918 -1.12 -0.36 0.55 0.063
H 1.562 0.782 2.025 -0.15 -1.38 -0.64 0.007
O 0.697 0.587 2.465 0.86 1.45 -0.04 -0.081